# 1
C43H54ClN5O11P2Y | ωB97M-V with the def2-TZVPD basis set

Structure (XYZ):
```
117
Properties=species:S:1:pos:R:3:forces:R:3:mulliken_charge:R:1
Y -0.237 0.915 0.782 -0.2 -1.4 -1.1 -0.51
C -2.723 -1.793 0.960 0.0 0.1 0.0 -1.43
C -1.562 -2.134 1.846 -0.1 0.0 0.1 0.10
C -1.654 -3.272 2.645 0.1 0.0 0.0 -0.88
C -0.596 -3.622 3.454 0.0 0.0 0.0 -1.67
C 0.538 -2.828 3.447 0.1 0.1 0.0 -0.86
C 0.573 -1.705 2.635 -0.1 -0.3 0.0 0.92
N -0.468 -1.360 1.851 0.2 -0.1 0.0 2.61
C 1.775 -0.828 2.602 0.2 0.1 0.0 -0.11
C 2.973 -1.208 3.193 0.1 0.0 0.0 -1.05
C 4.041 -0.329 3.150 -0.1 0.0 0.0 -1.64
C 3.902 0.876 2.494 -0.1 0.1 -0.1 -0.62
C 2.685 1.192 1.890 0.2 -0.3 0.3 0.22
N 1.651 0.341 1.968 0.9 -0.1 0.8 1.87
C 2.516 2.461 1.143 -0.1 0.3 -0.3 0.92
C 3.420 3.505 1.303 0.1 -0.1 0.0 -0.97
C 3.220 4.688 0.621 -0.1 0.0 -0.1 -1.23
C 2.101 4.820 -0.181 0.1 0.0 0.1 -0.98
C 1.217 3.757 -0.282 -0.1 0.0 -0.1 0.32
C -0.077 3.904 -1.026 0.0 0.0 0.2 -0.93
N 1.443 2.588 0.335 0.3 0.3 0.3 2.11
H -2.978 -2.654 0.341 0.0 0.0 0.0 0.54
H -2.505 -0.955 0.309 -0.1 0.0 -0.1 -0.18
H -3.606 -1.560 1.559 0.0 0.0 0.0 0.41
H -2.558 -3.865 2.620 0.0 0.0 0.0 0.66
H -0.647 -4.500 4.083 0.0 0.0 0.0 0.48
H 1.366 -3.070 4.094 0.0 0.0 0.0 0.43
H 3.095 -2.172 3.662 -0.1 0.0 0.0 0.56
H 4.981 -0.587 3.620 0.0 0.0 0.0 0.47
H 4.740 1.551 2.423 0.0 0.0 0.0 0.45
H 4.257 3.420 1.979 0.0 0.0 0.0 0.47
H 3.913 5.511 0.739 0.0 0.0 0.0 0.47
H 1.893 5.749 -0.695 0.0 0.0 0.0 0.61
H -0.027 4.713 -1.753 0.0 0.0 0.0 0.63
H -0.873 4.147 -0.316 0.0 0.0 0.0 0.29
H -0.353 2.977 -1.519 -0.1 0.0 -0.1 -0.37
O -6.262 2.459 1.212 -0.4 0.1 0.2 -0.60
C -6.036 1.954 2.404 0.0 0.0 0.0 0.34
O -6.887 1.891 3.253 0.0 0.0 0.0 -0.60
C -4.654 1.430 2.670 0.0 -0.2 0.1 -0.23
C -4.257 0.881 3.881 0.1 0.2 -0.2 0.11
Cl -5.108 0.826 5.342 0.1 -0.1 0.1 -0.11
N -2.964 0.473 3.752 -0.3 -0.1 0.1 -0.54
N -2.504 0.745 2.523 0.2 0.2 -0.6 2.77
C -3.500 1.320 1.861 0.0 0.0 0.1 -0.13
C -3.247 1.807 0.455 -0.3 0.2 0.1 -0.15
O -4.155 2.351 -0.165 0.3 -0.1 -0.2 -0.86
O -2.062 1.638 0.011 -0.9 0.2 -0.2 -0.39
C -2.109 -0.139 4.719 0.3 -0.1 0.3 0.19
C -0.793 0.296 4.812 -0.1 0.2 0.0 -0.16
C 0.051 -0.266 5.756 0.0 0.0 0.0 -0.55
C -0.414 -1.257 6.607 0.1 0.0 0.0 -0.79
C -1.725 -1.697 6.501 0.0 0.0 0.0 -0.84
C -2.575 -1.149 5.553 0.0 0.1 -0.2 -0.77
H -5.453 2.449 0.631 0.1 0.0 -0.1 0.43
H -0.444 1.100 4.179 0.0 -0.1 0.0 0.28
H 1.071 0.090 5.834 0.0 0.0 0.0 0.55
H 0.242 -1.680 7.356 0.0 0.0 0.0 0.44
H -2.096 -2.469 7.162 0.0 0.0 0.0 0.42
H -3.591 -1.502 5.468 -0.1 0.0 0.0 0.54
C 2.347 3.107 -3.934 0.0 -0.2 0.1 -1.43
C 1.366 1.950 -3.943 0.0 0.2 -0.3 0.82
C -0.007 2.349 -4.446 0.0 -0.1 0.2 -1.33
O 1.203 1.427 -2.588 0.0 -0.1 0.0 -0.04
P 1.978 0.177 -2.039 0.6 0.1 -0.5 -0.87
O 1.733 -0.025 -0.600 0.0 0.0 0.0 0.24
C 1.385 -1.263 -2.967 -0.3 0.4 0.5 -0.77
P -0.374 -1.452 -2.517 -0.1 -0.7 -0.6 -0.49
O -0.788 -0.799 -1.264 0.0 0.1 0.2 -0.89
O -1.243 -0.908 -3.723 0.2 0.0 0.2 -0.12
C -1.327 -1.577 -5.014 -0.1 0.0 -0.4 0.78
C -2.796 -1.825 -5.301 0.1 0.0 0.2 -1.67
C -0.694 -0.701 -6.082 0.0 0.0 0.2 -1.36
O -0.445 -3.037 -2.557 0.1 0.3 -0.1 -0.32
C -1.524 -3.832 -2.000 -0.2 -0.3 0.2 0.81
C -1.906 -4.884 -3.024 0.1 0.2 0.0 -1.64
C -1.015 -4.445 -0.707 0.1 0.2 -0.1 -1.12
O 3.461 0.494 -2.486 -0.4 -0.1 0.2 -0.17
C 4.706 -0.194 -2.182 0.4 -0.3 0.0 0.35
C 4.986 -1.232 -3.254 -0.1 0.2 0.0 -1.40
C 4.732 -0.776 -0.782 -0.2 0.1 -0.1 -0.95
H 2.410 3.526 -4.938 0.0 0.0 0.0 0.47
H 3.336 2.772 -3.629 0.0 0.0 0.0 0.25
H 2.014 3.885 -3.246 0.0 0.0 0.0 0.18
H 1.772 1.149 -4.571 0.0 0.0 0.1 0.38
H -0.365 3.238 -3.928 0.0 0.0 0.0 0.33
H -0.720 1.542 -4.278 0.0 0.0 0.0 0.10
H 0.047 2.565 -5.512 0.0 0.0 0.0 0.51
H 1.914 -2.148 -2.615 0.0 0.0 0.0 0.58
H 1.511 -1.172 -4.044 0.0 0.0 0.0 0.69
H -0.795 -2.528 -4.948 0.0 0.0 0.1 0.38
H -3.329 -0.875 -5.340 0.0 0.0 0.0 0.39
H -3.249 -2.438 -4.522 0.0 0.0 0.0 0.33
H -2.905 -2.334 -6.258 0.0 0.0 0.0 0.42
H -1.240 0.238 -6.166 0.0 0.0 0.0 0.33
H -0.734 -1.218 -7.040 0.0 0.0 0.0 0.48
H 0.350 -0.478 -5.855 0.0 0.0 0.0 0.25
H -2.377 -3.176 -1.803 0.0 0.1 0.0 0.33
H -1.038 -5.496 -3.269 0.0 0.0 0.0 0.33
H -2.277 -4.424 -3.939 0.0 0.0 0.0 0.33
H -2.688 -5.526 -2.619 0.0 0.0 0.0 0.44
H -0.171 -5.100 -0.926 0.0 0.0 0.0 0.45
H -1.799 -5.024 -0.220 0.0 0.0 0.0 0.41
H -0.679 -3.659 -0.030 0.0 -0.1 0.0 0.01
H 5.451 0.600 -2.252 -0.1 0.0 0.0 0.38
H 4.282 -2.063 -3.186 0.0 0.0 0.0 0.25
H 5.994 -1.624 -3.126 0.0 0.0 0.0 0.46
H 4.911 -0.783 -4.245 0.0 0.0 0.0 0.36
H 4.035 -1.611 -0.689 0.0 0.0 0.0 0.22
H 4.448 -0.017 -0.056 0.0 0.0 0.1 0.04
H 5.737 -1.129 -0.554 0.0 0.0 0.0 0.58
C -1.350 3.590 2.882 0.2 0.0 0.1 -1.58
C -0.205 2.662 2.466 0.0 0.7 0.4 1.67
O 0.854 2.849 3.070 -0.1 0.2 0.3 -0.62
H -0.939 4.547 3.210 0.0 0.0 0.0 0.59
H -1.860 3.141 3.741 -0.1 0.0 0.0 0.15
H -2.086 3.737 2.091 0.0 0.0 0.0 0.24
```
Positions in Å, forces in eV/Å.

Computed properties:
energy above the lowest of the compared OMol25 structures with the same formula, charge and spin: 0.377 eV
DFT total energy: -3953.87808 Eh
frontier orbital gap: 6.201 eV
HOMO energy: -9.04 eV
net charge: +1
lowest unoccupied orbital energy: -2.84 eV



# 2
C43H54F9N2O33 | ωB97M-V with the def2-TZVPD basis set

Structure (XYZ):
```
141
Properties=species:S:1:pos:R:3:forces:R:3:mulliken_charge:R:1
C 1.212 5.430 -2.098 0.2 -0.5 -0.6 -0.97
C 0.738 4.081 -2.652 0.0 0.5 -0.1 -0.78
C -0.656 3.684 -2.182 0.2 0.0 -0.9 -0.44
O -0.985 4.200 -0.877 0.4 -0.8 0.4 -0.39
C -0.490 3.509 0.159 0.7 1.5 1.7 -0.04
O 0.007 4.074 1.125 -0.9 -0.8 -1.4 -0.58
C -0.562 2.007 0.185 -0.1 0.8 -0.7 0.18
C -1.775 1.390 0.314 -0.6 0.8 0.0 0.35
O -2.911 2.113 0.426 -0.3 -0.2 -0.2 -0.31
C -3.624 2.169 -0.840 -0.3 0.2 -0.2 -0.24
C -4.960 2.883 -0.706 0.1 -0.2 0.3 -0.73
C -5.037 3.877 0.462 0.0 -0.4 -0.9 -0.57
C -1.811 0.034 0.356 -1.1 -0.7 0.3 -0.08
N -0.679 -0.641 0.255 0.0 -0.6 0.0 0.23
C 0.528 -0.100 0.122 0.5 -0.6 -0.2 -0.51
C 1.649 -1.097 -0.001 -0.3 -0.3 0.4 -0.79
O 2.814 -0.542 -0.494 -0.2 -0.3 -0.1 -0.13
C 3.576 -1.421 -1.294 0.9 0.5 0.1 -0.55
O 3.736 -0.829 -2.546 -0.4 -0.3 -0.2 -0.33
C 3.759 -1.838 -3.561 0.4 0.1 0.1 0.09
C 4.217 -1.275 -4.882 -0.1 -0.1 -0.7 -0.48
O 5.389 -1.952 -5.315 0.1 0.0 0.3 -0.51
C 0.612 1.275 0.116 1.2 0.9 0.2 0.64
N 1.810 1.940 0.023 0.2 0.2 0.8 -0.15
H 1.948 5.820 -2.792 0.2 0.2 0.0 0.47
H 0.399 6.145 -2.080 -0.1 0.1 0.3 0.09
H 1.699 5.300 -1.137 -0.2 0.3 0.3 0.33
H 1.488 3.311 -2.496 0.0 -0.2 0.3 0.18
H 0.669 4.198 -3.731 -0.1 -0.2 -0.2 0.49
H -0.777 2.604 -2.267 -0.1 -0.1 0.4 0.36
H -1.377 4.120 -2.862 -0.3 0.2 0.1 0.68
H -2.985 2.682 -1.550 0.2 0.2 -0.1 0.19
H -3.799 1.168 -1.228 0.1 -0.3 0.2 0.32
H -5.732 2.126 -0.605 -0.2 0.0 0.1 0.39
H -5.146 3.372 -1.658 0.0 0.2 -0.1 0.44
H -4.064 4.332 0.604 0.0 0.3 0.2 0.21
H -5.778 4.630 0.230 -0.1 0.3 0.2 0.08
H -5.338 3.340 1.346 0.1 0.0 0.5 0.16
H -2.745 -0.492 0.468 0.0 -0.2 0.0 0.89
H -0.740 -1.651 0.286 0.0 -0.1 -0.1 0.33
H 1.797 -1.538 0.996 0.1 0.0 0.1 0.15
H 1.278 -1.917 -0.624 0.1 0.0 -0.2 0.45
H 3.136 -2.414 -1.355 -0.3 0.0 -0.1 0.42
H 4.561 -1.513 -0.827 0.1 0.0 0.1 0.24
H 4.458 -2.615 -3.249 0.1 -0.2 -0.2 0.36
H 2.782 -2.288 -3.683 -0.3 0.0 0.2 -0.07
H 3.432 -1.451 -5.621 -0.1 0.1 -0.1 0.27
H 4.375 -0.198 -4.845 0.0 0.1 0.3 0.31
H 5.765 -1.447 -6.040 0.0 -0.1 -0.1 0.36
H 2.568 1.526 0.564 0.2 -0.4 -0.6 -0.09
H 1.739 2.896 0.351 -0.1 0.1 -0.2 0.39
C -5.967 -0.861 3.892 -0.1 -0.3 0.2 -0.50
C -6.571 0.434 3.406 0.2 0.3 0.2 0.34
O -5.774 0.723 2.261 -0.3 -0.2 -0.2 -0.16
C -5.338 -0.458 1.768 0.0 -0.1 0.0 0.62
O -4.870 -0.608 0.682 0.2 0.1 0.0 -0.56
O -5.511 -1.451 2.664 0.0 0.2 0.0 -0.33
F -6.430 1.427 4.308 0.0 0.0 -0.1 -0.28
H -5.116 -0.689 4.551 0.0 0.2 0.0 0.28
H -6.683 -1.507 4.393 0.0 -0.1 -0.2 0.29
H -7.618 0.364 3.107 0.0 0.1 0.0 0.30
C 3.449 -0.889 4.413 -0.2 0.2 0.1 -0.27
C 4.801 -0.300 4.739 0.2 -0.3 0.0 0.24
O 5.281 0.083 3.457 -0.3 0.2 0.1 -0.35
C 4.201 0.361 2.689 0.1 -0.1 0.0 0.55
O 4.239 0.953 1.662 -0.2 0.1 -0.1 -0.57
O 3.065 -0.123 3.258 0.2 0.0 0.0 -0.22
F 5.633 -1.221 5.269 0.0 0.1 -0.1 -0.29
H 3.522 -1.939 4.145 0.2 0.0 0.0 0.26
H 2.728 -0.772 5.216 -0.1 0.2 -0.1 0.20
H 4.772 0.576 5.389 0.1 0.0 0.0 0.32
C -0.417 -3.144 5.265 -0.2 0.0 -0.3 -0.34
C 0.859 -3.888 5.580 0.2 0.2 0.1 0.20
O 0.883 -3.869 6.992 -0.2 -0.2 -0.2 -0.29
C -0.416 -3.814 7.415 -0.1 0.1 0.1 0.57
O -0.774 -4.038 8.518 0.0 0.2 -0.2 -0.48
O -1.236 -3.471 6.388 0.2 0.0 0.0 -0.30
F 1.957 -3.232 5.108 -0.2 -0.2 0.1 -0.15
H -0.259 -2.064 5.231 0.2 0.0 0.0 0.24
H -0.882 -3.469 4.337 -0.1 -0.1 0.1 0.28
H 0.880 -4.920 5.228 0.2 0.0 -0.1 0.24
C -0.269 -6.180 -4.096 -0.3 -0.2 0.0 -0.52
C 0.634 -5.578 -5.141 -0.3 0.2 -0.2 0.55
O 1.103 -4.399 -4.493 0.3 -0.3 0.1 -0.32
C 1.086 -4.652 -3.160 0.0 0.0 0.1 0.65
O 1.652 -3.987 -2.348 -0.2 0.1 0.2 -0.51
O 0.360 -5.746 -2.879 0.0 0.1 -0.2 -0.35
F -0.042 -5.231 -6.260 0.1 0.1 0.1 -0.30
H -1.280 -5.771 -4.146 0.1 0.2 -0.1 0.33
H -0.317 -7.257 -4.147 0.1 -0.1 0.3 0.25
H 1.487 -6.199 -5.414 0.0 0.0 -0.1 0.19
C 7.206 1.562 -8.666 0.3 0.1 -0.1 -0.40
C 6.342 0.325 -8.719 -0.2 0.1 0.2 0.28
O 5.037 0.860 -8.750 0.2 0.0 -0.3 -0.31
C 5.122 2.093 -9.344 0.0 0.2 0.0 0.62
O 4.200 2.702 -9.757 -0.1 0.0 0.1 -0.47
O 6.414 2.504 -9.393 -0.1 -0.3 0.1 -0.31
F 6.478 -0.440 -7.597 0.0 0.0 -0.1 -0.31
H 7.346 1.915 -7.643 -0.1 -0.1 0.1 0.28
H 8.178 1.425 -9.133 -0.1 0.1 -0.2 0.29
H 6.501 -0.301 -9.598 0.0 -0.2 0.1 0.26
C -0.215 -5.391 11.099 -0.3 -0.1 -0.2 -0.19
C 0.872 -6.423 11.273 0.2 0.3 0.3 0.35
O 0.818 -6.700 12.659 -0.3 -0.2 -0.2 -0.32
C -0.470 -6.474 13.064 -0.1 0.1 0.1 0.62
O -0.927 -6.845 14.088 0.0 0.0 0.1 -0.49
O -1.146 -5.772 12.120 0.3 -0.1 0.0 -0.32
F 2.098 -5.925 10.966 0.0 -0.1 0.0 -0.28
H 0.146 -4.381 11.294 0.2 -0.1 0.0 0.19
H -0.674 -5.419 10.117 -0.2 -0.1 0.3 0.18
H 0.713 -7.347 10.714 0.1 0.0 -0.1 0.29
C 0.055 8.745 -0.601 0.1 -0.4 0.0 -0.25
C -1.093 9.691 -0.343 0.2 0.3 0.1 0.28
O -1.040 10.551 -1.465 -0.1 -0.4 -0.1 -0.31
C -0.500 9.837 -2.496 0.1 0.1 -0.1 0.61
O -0.544 10.154 -3.633 0.0 0.0 -0.1 -0.49
O 0.090 8.701 -2.033 -0.2 0.2 0.2 -0.29
F -0.906 10.415 0.786 0.0 0.0 -0.1 -0.28
H 0.999 9.140 -0.226 -0.1 0.2 0.1 0.25
H -0.108 7.753 -0.185 0.0 -0.1 -0.2 0.18
H -2.073 9.212 -0.301 0.0 0.1 0.1 0.29
C 3.975 -8.732 -3.923 0.2 0.3 -0.1 -0.43
C 3.610 -10.163 -4.240 0.1 -0.2 0.3 0.27
O 2.374 -10.319 -3.556 0.0 0.2 -0.3 -0.33
C 1.789 -9.098 -3.497 0.0 -0.1 0.2 0.62
O 0.651 -8.903 -3.228 0.1 -0.1 0.1 -0.52
O 2.682 -8.120 -3.797 0.0 -0.2 -0.1 -0.22
F 4.510 -11.035 -3.738 -0.1 0.0 0.0 -0.28
H 4.509 -8.650 -2.977 0.0 -0.2 0.0 0.28
H 4.559 -8.255 -4.706 -0.2 0.1 0.0 0.28
H 3.463 -10.369 -5.302 0.1 -0.1 0.0 0.29
C -9.063 7.883 -0.669 -0.2 0.2 -0.2 -0.45
C -8.202 6.644 -0.647 0.3 0.2 0.2 0.35
O -8.148 6.331 0.733 -0.3 -0.1 -0.3 -0.23
C -9.309 6.798 1.291 -0.1 0.1 0.2 0.58
O -9.712 6.485 2.356 0.0 0.0 0.1 -0.49
O -9.928 7.660 0.448 0.2 -0.1 -0.1 -0.31
F -6.943 6.891 -1.094 0.0 -0.1 0.0 -0.27
H -8.476 8.788 -0.505 0.1 -0.1 0.0 0.29
H -9.635 7.990 -1.588 -0.2 0.0 0.1 0.28
H -8.616 5.796 -1.196 0.1 0.0 -0.1 0.25
```
Positions in Å, forces in eV/Å.

Computed properties:
DFT total energy: -5161.99925 Eh
frontier orbital gap: 8.379 eV
HOMO energy: -11.81 eV
net charge: +1
lowest unoccupied orbital energy: -3.43 eV